(1)
2 unconnected molecules or ions with the total composition C3H10N2P. Source: OMol25; level of theory: ωB97M-V/def2-TZVPD.

Element x y z (Å)
C 0.3051 0.7222 0.0083
C 2.1794 -1.0014 0.1726
C -2.6090 -0.7906 -0.3084
N 0.7874 -0.5780 0.0453
N -2.7564 0.3299 0.1695
P 1.1890 2.1451 0.2932
H 2.5669 -0.6467 -0.7563
H 2.1337 -2.0579 -0.0181
H 2.6595 -0.5317 1.1087
H -3.4617 -1.4264 -0.5821
H -1.7082 -1.3535 -0.4861
H -3.7237 0.6391 0.4205
H -0.5441 0.5711 0.2638
H 0.0807 -1.3024 0.2795
H 2.4551 2.0787 -0.4339
H 0.4463 3.2026 -0.1764

The energy relative to the best compared isomer or geometry (same formula, charge and spin) is 4.1514 eV. The multiplicity is 1. Its gap between HOMO and LUMO is 8.550 eV. Its charge is +1.

***

(2)
A gas-phase ion, C3H10N2P (charge +1). Source: OMol25; level of theory: ωB97M-V/def2-TZVPD.

Element x y z (Å)
C 0.2125 -0.2173 2.4943
N -0.1604 -0.1285 1.1044
C -0.3281 0.8214 0.2387
C -0.4332 0.5236 -1.2644
N -0.6976 -0.8333 -1.4832
P 1.3781 0.9944 -1.6965
H -0.2660 0.7040 3.0495
H -0.2154 -1.0738 2.8784
H 1.2191 -0.2801 2.6561
H -0.1443 -1.0573 0.5017
H -0.2583 1.7837 0.7036
H -0.9715 1.2904 -1.8277
H -1.6476 -1.1537 -1.6703
H -0.0634 -1.0707 -2.2102
H 1.3969 0.0060 -2.9103
H 1.8226 -0.1349 -0.8129

The energy relative to the best compared isomer or geometry (same formula, charge and spin) is 1.8874 eV. The multiplicity is 1. Its gap between HOMO and LUMO is 10.029 eV. As for the SMILES: C/[NH+]=C/[C@H](N)P. Its charge is +1.

***

(3)
2 unconnected molecules or ions with the total composition C3H10N2S. Source: OMol25; level of theory: ωB97M-V/def2-TZVPD.

Element x y z (Å)
H -3.1424 1.4677 2.0177
N -2.6083 0.8128 1.4546
C -3.3913 0.0775 0.7712
N -2.9694 -1.1315 0.2803
H -4.4268 0.3540 0.5408
H -1.9787 -1.2656 0.4311
H -3.3550 -1.3904 -0.6185
C 1.3798 0.9510 -1.7276
C 2.5244 0.0775 -1.2369
S 2.2794 -0.3930 0.4990
H 1.0106 1.5149 -0.8675
H 0.5711 0.3796 -2.1655
H 1.6908 1.6804 -2.4713
H 3.5016 0.5134 -1.4112
H 2.5801 -0.8760 -1.7662
H 3.5694 -0.3773 0.8550

The energy relative to the best compared isomer or geometry (same formula, charge and spin) is 0.5484 eV. The multiplicity is 1. Its gap between HOMO and LUMO is 9.794 eV. As for the SMILES: [H]/N=C/N.CCS. Its charge is 0.

***

(4)
C3H10N2S in the gas phase. Source: OMol25; level of theory: ωB97M-V/def2-TZVPD.

Element x y z (Å)
C 2.3934 0.5511 0.1059
N 1.6043 -0.3816 0.7453
S -0.3012 -0.5262 -0.3283
C -1.2356 1.1659 -0.4274
C -1.2581 -1.1363 1.1175
N -0.8811 -1.4376 -1.3801
H 2.8136 0.2977 -0.9821
H 3.2638 0.7685 0.7597
H 1.8940 1.5924 0.0215
H -0.9239 1.7010 0.4206
H -0.8212 1.7198 -1.2364
H -2.1867 0.9968 -0.7648
H -0.6946 -0.7107 2.0346
H -2.2970 -0.7692 1.0210
H -1.1929 -2.2260 1.1299
H -0.1767 -1.6057 -2.2370

The energy relative to the best compared isomer or geometry (same formula, charge and spin) is 6.5662 eV. The multiplicity is 1. Its gap between HOMO and LUMO (alpha / beta) is 7.803 / 7.772 eV. As for the SMILES: CN=S(C)(C)=N. Its charge is 0.

***

(5)
2 unconnected molecules or ions with the total composition C3H10N2S. Source: OMol25; level of theory: ωB97M-V/def2-TZVPD.

Element x y z (Å)
H -1.5679 -0.8869 -1.1776
N -2.3361 -0.7930 -0.5203
C -2.3480 0.0525 0.4547
N -3.2597 -0.0660 1.4783
H -1.6333 0.9354 0.5284
H -3.4082 -1.0060 1.7597
H -3.7857 0.7474 1.8439
C 1.0666 0.3003 0.4423
S 2.8242 0.0681 0.3943
C 3.0672 -0.1026 -1.3844
H 0.4952 -0.6257 0.6837
H 0.6278 0.7368 -0.4910
H 0.8390 1.0604 1.2030
H 4.1186 0.0996 -1.5478
H 2.8509 -1.1198 -1.7172
H 2.4494 0.5993 -1.9501

The energy relative to the best compared isomer or geometry (same formula, charge and spin) is 0.9862 eV. The multiplicity is 1. Its gap between HOMO and LUMO is 9.438 eV. As for the SMILES: [H]/N=C/N.CSC. Its charge is 0.

***

(6)
C3H10N2S2 in the gas phase. Source: OMol25; level of theory: ωB97M-V/def2-TZVPD.

Element x y z (Å)
N -3.4058 -1.1060 -1.0834
C -1.9353 -1.0931 -1.2198
C -1.2909 -0.1455 -0.2191
N -1.5105 -0.5807 1.1787
C 0.1949 -0.0223 -0.5016
S 1.0796 1.0945 0.6260
S 3.0017 0.3598 0.4953
H -3.7253 -0.2256 -0.7071
H -3.8395 -1.2019 -1.9874
H -1.6214 -0.7398 -2.2150
H -1.5720 -2.1161 -1.1178
H -1.7297 0.8462 -0.3518
H -1.4899 -1.5895 1.2186
H -2.4571 -0.3373 1.4236
H 0.3629 0.3835 -1.4987
H 0.6694 -1.0043 -0.4663
H 3.4743 1.0025 -0.5852

The energy relative to the best compared isomer or geometry (same formula, charge and spin) is 0.1895 eV. The multiplicity is 1. Its gap between HOMO and LUMO is 9.518 eV. As for the SMILES: NC[C@@H](N)CSS. Its charge is 0.

***

(7)
C3H10N2S2 in the gas phase. Source: OMol25; level of theory: ωB97M-V/def2-TZVPD.

Element x y z (Å)
N 0.7028 1.3698 -3.2504
C 1.3271 0.8430 -2.0259
C 0.2966 0.2996 -1.0532
N 0.0451 -1.1264 -1.3035
C 0.7428 0.4216 0.4039
S -0.6316 0.5507 1.6029
S -0.8282 -1.4030 2.2752
H 0.0700 0.6851 -3.6457
H 1.4235 1.5486 -3.9400
H 1.9416 1.6129 -1.5665
H 1.9651 -0.0122 -2.2369
H -0.6618 0.8218 -1.1160
H -0.4225 -1.2624 -2.1935
H -0.5846 -1.4867 -0.5894
H 1.3309 1.2923 0.6633
H 1.3282 -0.4617 0.6656
H -2.0217 -1.6998 1.7435

The energy relative to the best compared isomer or geometry (same formula, charge and spin) is 0.2462 eV. The multiplicity is 1. Its gap between HOMO and LUMO is 9.438 eV. As for the SMILES: NC[C@@H](N)CSS. Its charge is 0.

***

(8)
C3H10N2S2 in the gas phase. Source: OMol25; level of theory: ωB97M-V/def2-TZVPD.

Element x y z (Å)
N 1.6381 -2.2153 0.3984
C 0.5935 -1.4020 -0.2387
C 0.4822 0.0747 0.2359
N -0.0447 0.1460 1.5867
C -0.4803 0.7039 -0.7668
S -1.0054 2.3237 -0.0722
S -2.0125 3.3218 -1.6368
H 1.3669 -2.4515 1.3217
H 2.5409 -1.8407 0.1884
H 0.8286 -1.4531 -1.3068
H -0.3834 -1.8405 -0.0258
H 1.5043 0.4626 0.2048
H -1.0280 0.0067 1.6545
H 0.5766 -0.3649 2.1803
H 0.0057 1.0655 -1.6735
H -1.3581 0.1308 -1.0137
H -3.2243 3.3323 -1.0363

The energy relative to the best compared isomer or geometry (same formula, charge and spin) is 0.5384 eV. The multiplicity is 1. Its gap between HOMO and LUMO is 9.352 eV. As for the SMILES: NC[C@H](N)CSS. Its charge is 0.